Computed, not measured: a molecular structure, C8H15Cl3, with wB97M-V/def2-TZVPD.

- Relative energy (zero: lowest compared OMol25 entry of this formula, charge and spin): 254.9 kJ/mol
- Frontier orbital gap: 9.60 eV
- Maximum force: 4.790 eV/A
- Charge: 0

Each line ends with the Löwdin charge.
Positions of all 26 atoms, in Å:
C1 0.738 -0.780 -2.637  -0.128
C2 2.388 -0.718 -0.920  -0.094
C3 -0.393 -0.191 2.092  -0.058
C4 0.653 1.833 1.388  -0.054
C5 -0.081 -0.057 -0.374  -0.163
C6 1.110 -0.021 -1.394  -0.441
C7 -0.039 0.538 1.070  -0.351
C8 -3.328 -0.142 1.027  -1.498
Cl1 -4.674 -0.741 1.950  0.524
Cl2 -3.099 -1.148 -0.436  0.523
Cl3 -3.272 1.707 0.617  0.425
H1 1.609 -0.845 -3.309  0.071
H2 0.076 -0.052 -3.267  0.113
H3 0.432 -1.854 -2.438  0.108
H4 3.256 -0.144 -1.253  0.070
H5 2.588 -1.823 -1.336  0.124
H6 2.569 -0.791 0.114  0.041
H7 -0.503 0.292 3.101  0.110
H8 -2.160 -0.255 1.800  0.089
H9 -0.763 -1.223 2.047  0.085
H10 0.261 2.312 2.235  0.056
H11 1.577 1.499 1.892  0.094
H12 1.029 2.608 0.772  0.068
H13 -0.983 0.063 -1.037  0.064
H14 -0.277 -1.112 -0.094  0.088
H15 1.285 1.045 -1.610  0.134